87
Properties=species:S:1:pos:R:3:mulliken_charge:R:1 method="wB97M-V/def2-TZVPD" spin_multiplicity=1 total_charge=+1 total_energy_ev=-2339691.682 mol_weight_g_mol=2967.3
C 0.3431 1.8701 0.4944 -0.300
C -0.3094 0.7889 -0.4925 -0.200
C -1.2743 -0.2530 0.2781 0.487
O -2.0307 0.1508 1.1852 -0.429
O -1.1420 -1.6061 -0.1189 -0.395
C -2.2724 -2.0858 -0.9074 -0.492
C -2.8369 -1.0678 -1.9952 -0.998
C -4.1894 -0.3083 -1.6105 1.156
C -4.0362 1.3079 -1.7631 -1.217
N -5.4439 1.8232 -1.9579 0.156
C -6.3489 1.3794 -0.8360 -0.727
C -5.6553 0.4380 0.2602 -0.327
N -4.7601 -0.6254 -0.2744 -0.204
H 0.6075 2.7926 -0.1432 0.249
H -0.3609 2.2194 1.3196 -0.097
H 1.3444 1.4871 0.9098 0.001
H 0.5006 0.2257 -1.0639 0.353
H -0.9285 1.3607 -1.2564 0.129
H -3.0433 -2.5076 -0.1890 0.296
H -1.8653 -2.9892 -1.4929 0.308
H -3.0648 -1.6901 -2.9376 0.467
H -2.0705 -0.2862 -2.3522 0.346
H -4.9973 -0.5932 -2.3960 -0.392
H -3.4276 1.5206 -2.7101 0.417
H -3.5192 1.7729 -0.8630 0.283
H -5.3804 2.8559 -2.0573 0.435
H -5.8142 1.3979 -2.8316 0.206
H -7.3136 0.9611 -1.2847 0.310
H -6.6711 2.3348 -0.2789 0.367
H -5.0667 1.0576 1.0285 0.025
H -6.5209 -0.1147 0.8034 0.346
H -5.2968 -1.5084 -0.3619 0.353
C -2.2140 2.1158 4.0670 0.049
Br -3.2774 3.6364 4.6398 -0.016
Br -0.3230 2.4011 4.3774 0.187
Br -2.8373 0.4636 4.8650 -0.018
H -2.3480 2.0197 2.9903 -0.150
C -1.5864 2.7562 8.1890 0.796
Br -2.6471 4.2746 8.7615 -0.014
Br 0.3063 3.0411 8.4997 -0.023
Br -2.2122 1.1041 8.9875 -0.021
H -1.7212 2.6608 7.1128 -0.771
C 3.7000 1.9748 3.3300 0.387
Br 5.4882 2.6476 2.9976 -0.026
Br 3.4499 0.1947 2.6010 -0.028
Br 3.2376 2.0542 5.2116 0.006
H 3.0103 2.6325 2.8044 -0.402
C 7.5844 -1.0608 2.8461 -0.144
Br 9.3728 -0.3868 2.5120 0.001
Br 7.3337 -2.8397 2.1159 -0.012
Br 7.1256 -0.9832 4.7274 0.001
H 6.8938 -0.4020 2.3228 0.165
C -0.1333 5.8891 1.6518 -0.415
Br 1.2988 4.9692 2.5804 0.002
Br 0.3452 6.3062 -0.1805 -0.025
Br -1.8055 4.9106 1.7558 -0.001
H -0.2870 6.8365 2.1643 0.432
C 12.3705 -2.8029 1.7082 0.130
Br 12.7176 -3.7003 3.3907 -0.003
Br 14.0023 -2.1569 0.8844 -0.016
Br 11.3445 -3.9166 0.4962 0.040
H 11.7598 -1.9294 1.9336 -0.137
C -7.8921 -2.2615 -3.9631 -0.385
Br -6.9458 -3.0348 -2.4599 -0.031
Br -6.9730 -0.7004 -4.6616 0.030
Br -8.2441 -3.5699 -5.3459 0.004
H -8.8575 -1.9226 -3.5926 0.448
C -7.3488 0.6125 5.0730 -0.391
Br -6.4652 -0.0079 3.4603 0.096
Br -8.9663 -0.3893 5.4435 -0.020
Br -6.1275 0.6167 6.5743 0.017
H -7.6466 1.6446 4.9010 0.394
C -9.1068 1.1727 -7.8191 -0.347
Br -10.5322 0.1780 -6.9605 0.002
Br -8.1249 2.2623 -6.5494 -0.038
Br -7.9292 0.0150 -8.8337 0.014
H -9.5742 1.8533 -8.5279 0.351
C 11.5489 -6.1152 -2.7218 -0.039
Br 10.4590 -5.5355 -4.2170 -0.027
Br 11.7494 -8.0428 -2.6806 -0.001
Br 13.2629 -5.2111 -2.6887 0.016
H 11.0211 -5.8307 -1.8139 0.024
C 13.0080 -4.0678 -7.3421 -0.212
Br 11.9222 -3.4861 -8.8398 -0.017
Br 13.2092 -5.9951 -7.3043 0.001
Br 14.7226 -3.1636 -7.3007 -0.008
H 12.4770 -3.7855 -6.4350 0.232



18
Properties=species:S:1:pos:R:3:mulliken_charge:R:1 method="wB97M-V/def2-TZVPD" spin_multiplicity=1 total_energy_ev=-10834.916 mol_weight_g_mol=123.2
C -2.0679 -0.5227 -0.6470 -0.140
C -1.3020 0.1989 0.2802 0.947
C 0.5311 -1.5581 0.0519 -1.559
C 0.9718 0.7608 1.1318 -1.598
C 0.6483 0.5817 -1.2816 -1.455
C 0.2260 -0.0367 0.0613 1.531
N -2.5571 -0.9785 -1.6034 -0.493
N -1.9721 0.5303 1.5557 -0.328
N -1.8250 1.4943 0.8092 -0.324
H 1.4805 -1.8022 -0.3829 0.394
H -0.2311 -2.0604 -0.5583 0.391
H 0.4501 -1.9719 1.0746 0.365
H 1.9003 1.0894 0.9297 0.480
H 0.4776 1.8099 1.2407 0.420
H 0.9623 0.0062 2.0107 0.292
H 1.7649 0.4166 -1.2979 0.413
H 0.4450 1.7491 -1.2123 0.299
H 0.0975 0.2935 -2.1625 0.365



22
Properties=species:S:1:pos:R:3:mulliken_charge:R:1 method="wB97M-V/def2-TZVPD" spin_multiplicity=1 total_energy_ev=-10985.852 mol_weight_g_mol=113.2
C -0.9331 -2.4885 -0.9514 -1.068
C 0.0039 -2.3505 0.2271 -0.557
N 0.4120 -0.9227 0.2381 -0.119
C 0.9240 -0.3803 1.5462 -1.093
H -0.4233 -2.7051 -1.8657 0.260
H -1.4959 -1.5818 -1.0959 0.360
H -1.7911 -3.2344 -0.7757 0.293
H 0.9464 -2.8231 -0.0661 0.293
H -0.3791 -2.8367 1.0384 0.469
H -0.3849 -0.3851 -0.0389 0.173
H 1.6104 0.4525 1.4042 0.286
H 0.0950 -0.0620 2.1921 0.434
H 1.5241 -1.1984 2.0949 0.312
H -0.0776 2.6494 -1.0938 0.328
H -0.3431 1.3150 -1.8353 0.309
O -0.7818 2.0475 -1.2683 -0.646
H -0.7018 1.5683 1.3465 0.305
H -1.8273 2.4389 0.8956 0.359
O -1.4560 1.9678 1.7558 -0.661
H 2.7130 1.0945 -1.4296 0.279
H 1.4046 0.3869 -1.0568 0.368
O 1.7725 1.3217 -1.2765 -0.683